C33H82N4O15Sr | ωB97M-V/def2-TZVPD

Geometry as XYZ:
```
135
Properties=species:S:1:pos:R:3:forces:R:3
C 0.863029 0.362712 -0.375066 4.8633 -2.0923 -3.4202
H 1.891970 2.658624 -2.908369 -0.4230 -0.0545 -0.0520
H -5.694809 -2.725421 2.241250 -0.1665 0.1786 0.4399
H -3.916517 -1.622729 -2.982241 0.4163 0.1667 0.1022
C -1.292719 0.790778 0.652474 2.3543 -0.8423 0.3280
H 2.844026 -1.908023 -4.458318 -0.1054 -0.0109 -0.4141
H 6.198492 2.609432 4.239819 0.2647 -0.0559 0.4869
H -0.364321 0.081769 5.682860 -0.3983 0.4097 -0.1765
C 3.388336 3.199844 -5.215862 0.5644 -0.3858 -1.0520
C -6.245832 -1.946155 1.714739 -0.0906 0.0577 -0.8165
H 0.631491 4.495447 1.335751 -0.5400 0.5604 0.6101
C -0.986385 -0.811387 5.624518 0.3730 -0.9822 -0.6975
H 4.569005 2.456550 -7.532123 -0.1859 0.5797 0.4324
H 1.789318 -3.357550 1.634927 0.2552 0.4283 0.0348
H 2.787598 -2.529815 3.821347 -0.2099 0.1116 -0.1299
C -0.286895 -2.861609 1.529214 -0.3343 -0.8231 0.2582
O -3.674823 -0.003890 -1.671176 -0.2923 0.3613 -0.7701
H -2.078614 -5.210789 4.173989 0.0656 0.0763 0.6180
H -6.276334 -2.307576 0.686856 0.1191 0.1337 -0.1879
O -0.377670 -1.861917 -3.201174 0.8524 -1.9349 1.9718
C -1.085950 -0.963276 -3.961282 0.2442 0.7224 -0.3711
H 6.218532 1.129053 -5.030101 -0.0096 -0.1449 -0.5021
N 1.265740 -3.186576 -0.358523 0.1657 -0.4772 0.2538
H 5.793269 2.473198 -4.093943 0.2349 0.4535 0.0631
H 3.662066 -0.120775 2.507361 0.1131 -0.3035 -0.0266
O 4.909305 3.040974 2.268989 0.2575 -0.4175 -1.1092
O 3.382692 3.664819 -3.921331 0.7226 1.1848 1.1282
H 0.212952 -7.611859 3.191636 0.1178 0.5587 0.2349
H -2.682058 -1.740689 -1.611403 -0.1583 -0.9035 -0.4884
H -0.994670 3.846261 -4.164973 -0.0289 0.1489 0.1445
C 5.716188 2.092876 -5.112519 -0.5032 0.2213 1.9268
C -2.729616 -4.346740 4.307070 0.6709 -0.1672 -1.3897
O -3.012213 2.816174 -1.603333 0.2261 0.0393 0.0682
H 0.400916 -0.795573 -5.429443 0.4685 0.3030 0.1110
C 1.543506 1.281395 0.640672 4.9843 1.0668 -2.0584
C 4.244039 1.925604 -5.504347 0.6696 1.0401 -0.1993
H 3.480141 1.871364 -2.929053 -0.0871 -0.2092 -0.0230
H -5.726398 -0.805101 3.772676 1.1622 -0.4550 0.5012
C 0.533899 -7.170000 2.248320 -0.2978 1.2574 -0.0296
H -5.089450 3.337020 -0.251739 0.0144 -0.1598 0.0734
H -7.201355 0.743162 1.318686 -0.3949 0.0624 -0.4263
N -2.930590 0.258672 4.621138 0.7266 1.3498 0.0624
O 3.443074 -1.875079 3.569820 0.5491 0.2085 -0.1137
H -6.400334 -0.030530 -0.144556 -0.2503 0.2692 -0.1051
O 0.555761 -5.707226 2.333249 0.4665 -0.4526 1.1346
H 2.355480 3.176583 -5.563362 -0.2409 -0.7896 -0.3728
H 0.502595 -3.457946 -0.961901 -0.1389 -0.0464 -0.4035
H -3.430655 0.144556 5.491208 -0.7426 -0.8858 0.0740
O -1.960725 -3.179057 4.518574 0.5105 -1.2216 0.1874
H 3.977863 2.033862 3.824189 -0.3753 -0.0960 0.0012
H -3.295998 0.088805 -0.793966 0.0354 0.1529 0.4007
H -0.000742 -1.874137 1.891305 -0.2193 0.1697 -0.1001
H -0.438586 0.748863 -5.209918 -0.3292 -0.1002 -0.2284
H 2.197773 -0.239240 3.471479 -0.2342 0.2806 0.1220
N 4.344735 1.677162 -6.930164 -1.1493 -1.1616 -1.1583
O 3.547528 -0.479756 -3.188051 0.3724 0.8160 0.0104
H -1.432862 -0.709107 3.498179 -0.2318 -0.2239 -0.1299
H -1.311919 1.921723 -2.322004 0.4678 0.1212 -0.1588
C -3.667384 -1.412324 -1.942162 -0.3450 0.8026 0.8827
H -1.055032 -2.822005 0.756876 0.0378 0.3993 -0.3542
C -5.572838 -0.577235 1.797849 -1.4829 -0.0515 -1.5019
H -3.426538 -2.105323 3.545368 -0.1239 -0.2368 -0.6600
H -1.508187 -0.974937 6.567421 -0.0879 0.1139 0.0294
H -2.504164 2.938917 -4.321979 0.0381 -0.1372 0.0779
C -1.981839 -0.858805 4.427861 0.1093 0.2001 2.2615
O -5.398905 1.557968 0.731819 0.0891 0.1150 0.2257
C -1.717827 2.932136 -2.272969 -1.4448 0.4402 -0.1568
H -0.246741 -1.606964 5.534603 -0.1563 -0.2276 -0.0046
H 5.045661 -2.870220 -5.012035 0.1584 0.0087 0.1452
H 1.520934 -7.572002 2.019702 -0.0305 0.0859 -0.3010
H 3.236196 3.278567 -1.932284 -0.0950 0.2957 -0.1862
O 1.500012 -0.280579 -1.324362 -1.1292 2.4366 3.1657
H 3.810533 1.056112 -5.010225 -0.0224 0.0030 -0.0757
C -2.810554 -2.111667 4.444606 0.2650 0.2336 -0.3152
H -0.055502 -5.294524 0.507682 -0.0877 -0.5539 -0.8966
H -3.127054 -4.177894 3.306253 -0.7942 -0.4630 -0.1428
H -7.294365 -1.880433 2.005202 0.0369 -0.1374 0.4066
H 4.945113 -1.160384 -5.398991 -0.2812 -0.0530 -0.3394
H 0.666388 0.291291 -3.988470 0.2686 -0.3775 0.0560
H 5.913721 -1.568783 -4.100228 -0.1821 -0.4747 0.7066
C 2.967829 2.832680 -2.890022 0.3576 -0.7985 0.2738
H -4.467144 -1.805433 -1.314508 0.0981 -0.7320 -0.0167
H 1.134666 6.172052 0.835518 -0.2373 -0.2932 -0.6143
H -0.906482 -0.547607 -1.075545 -0.0932 -0.0185 0.1184
H -3.524095 -4.486877 5.040049 0.0723 -0.0493 0.1415
H -0.792341 -3.409117 2.324744 0.3547 0.0585 0.4247
O -2.511103 0.617624 0.755855 -0.8325 0.1458 0.2849
H 3.550083 -2.502453 -3.019254 0.4289 -0.2915 0.1760
H -6.782887 3.060374 0.292813 0.0788 0.1855 0.6410
H -3.295402 1.902919 -1.689236 -0.2650 -0.2108 -0.3662
H -1.195020 3.566790 -1.557437 0.7286 -0.0221 -0.5177
H -2.254759 0.893543 5.021480 0.2155 1.2822 -0.3745
O 2.115547 4.494594 0.021507 0.0087 0.4026 -0.3306
H 2.279937 3.620603 0.383060 0.5224 -0.1419 -0.3635
H 3.584131 3.796446 3.560346 -0.6648 -0.1331 0.3967
H -1.667397 -1.650209 -4.576219 -0.4977 0.8205 -0.4608
C 5.455232 3.381253 4.439684 1.0466 -0.4852 0.9414
C 4.349757 3.020699 3.548593 -0.4326 0.8038 -0.8188
C 4.981323 -1.873539 -4.575471 -0.4123 0.7387 -0.3420
H -4.545621 -0.709806 1.458207 0.2870 0.2124 0.1243
C -0.577585 1.573896 1.811099 0.5261 -0.6036 -1.2020
C 2.879529 -0.804619 2.836134 -0.3022 -0.3332 0.4655
H 6.212967 2.744575 -5.831277 0.0855 0.0304 0.2387
H 5.107337 3.320566 5.470895 0.3821 0.2312 0.1589
H 1.294769 -2.176988 -0.359087 0.2388 0.0118 -0.2912
H 3.845147 4.007876 -5.787282 0.1395 0.1325 -0.1502
H 1.714418 -5.532020 0.617837 0.0827 -0.0907 -0.0569
C 0.943069 -3.601373 0.992649 0.3808 0.7013 1.7947
H 2.136437 5.315462 1.911868 -0.0019 -0.2774 0.3812
H 5.147786 1.073532 -7.034250 -0.1146 -0.3541 -0.3011
H -1.682404 -0.366043 -3.271609 -0.6533 0.3207 -0.4600
H -3.534859 -2.250199 5.247283 -0.1944 0.9153 0.6401
H -0.231902 -7.459707 1.528793 0.2330 -0.1302 -0.3959
H -6.226663 2.260152 -1.070058 0.5566 -0.4914 -0.1882
H -0.001786 -1.386197 -2.456863 0.7166 -0.0976 -0.1107
C -1.931039 3.594962 -3.666817 0.0350 -0.5659 1.1819
C 0.830218 1.840186 1.652451 -3.4229 0.1418 2.1063
H 1.227976 2.460161 2.442277 0.6066 0.0088 -0.1690
N -5.632774 -0.020534 3.143576 -0.2659 -0.0461 0.7842
C 0.839275 -5.092530 1.096460 -1.2162 -1.2597 -1.3729
C -6.274459 0.450364 0.825498 1.3139 -1.3946 1.1401
H 5.958208 4.317836 4.199012 -0.4533 0.1699 0.0969
C 1.456338 5.158428 1.074663 0.2991 -0.0557 0.2955
C 3.680029 -1.733681 -3.780963 0.1517 -0.9661 -0.2226
C -0.050082 -0.129263 -4.694097 -0.7159 0.3773 -0.6786
C -5.875249 2.598027 -0.095147 -0.7808 0.7630 -0.8059
H -6.571728 0.297844 3.336157 -0.5311 0.8436 -0.6049
Sr -3.702560 1.760656 2.603743 0.0308 -0.2792 0.0488
O -1.218238 1.911556 2.827008 -0.4376 0.0299 -0.6875
H 4.298684 2.661754 1.632643 -0.0653 -0.0492 -0.1724
O 2.776106 1.667755 0.538125 -3.2305 -1.8177 -0.3884
H 2.310398 -1.170153 1.981405 0.0510 0.0354 -0.3462
H -2.551950 4.467764 -3.464885 0.2408 0.2058 -0.2760
C -0.447695 0.099323 -0.342467 -4.4666 1.7677 2.3873
H 2.772123 -0.502567 -2.622526 0.1074 0.1379 0.1511
```
Forces are in eV/Å.

Values from the calculation:
- HOMO-LUMO gap (alpha / beta) (eV) = 4.97 / 3.21
- spin multiplicity = 2
- calculated total energy (eV) = -73047.6815
- total charge = +1